(1)
DFT (ωB97M-V/def2-TZVPD) results for a cluster of 14 separate species, C73H177N9O25 in total.

Atoms and positions in Å:
C  -5.11  -0.68  -3.04
O  -6.35  -0.80  -2.42
C  -7.37  -0.32  -3.30
C  -8.53  0.27  -2.46
N  -9.59  0.81  -3.28
C  -10.76  1.12  -2.53
C  -12.04  1.09  -3.29
O  -12.44  -0.33  -3.34
C  -13.77  -0.52  -3.45
H  -5.07  -1.34  -3.90
H  -4.33  -1.04  -2.36
H  -4.90  0.31  -3.45
H  -7.63  -1.08  -4.03
H  -7.03  0.59  -3.80
H  -8.18  0.88  -1.62
H  -8.84  -0.57  -1.84
H  -9.88  0.36  -4.14
H  -10.68  2.16  -2.20
H  -10.85  0.57  -1.59
H  -11.89  1.50  -4.29
H  -12.77  1.77  -2.84
H  -14.08  -0.16  -4.43
H  -14.40  -0.02  -2.71
H  -14.05  -1.57  -3.54
C  -10.21  5.89  -2.74
O  -9.35  6.39  -1.75
C  -8.62  7.61  -2.06
C  -7.63  8.07  -0.84
N  -6.44  7.27  -0.80
C  -6.68  5.91  -0.29
C  -5.38  5.08  -0.46
O  -4.95  5.15  -1.88
C  -5.64  4.04  -2.58
H  -9.83  5.20  -3.50
H  -10.64  6.67  -3.37
H  -11.09  5.32  -2.43
H  -9.14  8.45  -2.52
H  -8.00  7.38  -2.92
H  -8.06  7.92  0.15
H  -7.21  9.05  -1.07
H  -5.74  7.35  -1.53
H  -7.55  5.37  -0.68
H  -6.78  5.94  0.80
H  -5.53  4.10  0.00
H  -4.53  5.35  0.16
H  -5.40  3.12  -2.04
H  -5.46  3.96  -3.65
H  -6.72  4.17  -2.54
C  3.24  3.13  -2.43
O  4.54  2.59  -1.81
C  5.26  1.69  -2.65
C  6.52  1.19  -1.94
N  6.29  0.39  -0.74
C  6.59  -1.00  -1.11
C  8.11  -1.25  -1.12
O  8.31  -2.70  -1.01
C  9.59  -3.17  -0.62
H  3.46  3.79  -3.27
H  2.53  3.59  -1.75
H  2.67  2.33  -2.90
H  5.56  2.02  -3.64
H  4.70  0.77  -2.82
H  7.24  1.98  -1.70
H  7.22  0.75  -2.66
H  5.40  0.74  -0.44
H  6.07  -1.22  -2.05
H  6.24  -1.67  -0.33
H  8.56  -0.77  -0.25
H  8.53  -0.76  -1.99
H  9.70  -4.24  -0.74
H  9.79  -3.02  0.44
H  10.45  -2.84  -1.22
C  -0.36  3.58  -0.82
O  -1.10  3.67  -2.03
C  -1.84  2.42  -2.48
C  -2.61  2.54  -3.82
N  -1.92  1.92  -4.89
C  -2.48  2.27  -6.18
C  -1.96  3.69  -6.63
O  -1.85  3.84  -8.02
C  -1.08  4.94  -8.41
H  -0.85  2.96  -0.08
H  -0.23  4.52  -0.29
H  0.62  3.11  -0.93
H  -2.63  2.27  -1.75
H  -1.08  1.65  -2.64
H  -2.79  3.60  -4.01
H  -3.47  1.92  -3.56
H  -0.93  2.06  -4.79
H  -3.57  2.29  -6.19
H  -2.12  1.54  -6.90
H  -1.10  4.12  -6.12
H  -2.63  4.45  -6.23
H  -1.61  5.28  -9.30
H  -0.02  4.74  -8.56
H  -1.27  5.76  -7.72
C  6.62  -2.65  2.05
O  6.63  -1.56  2.87
C  6.38  -0.36  2.16
C  6.44  0.78  3.27
N  5.27  0.89  4.14
C  5.54  1.94  5.13
C  4.18  2.36  5.81
O  3.61  1.34  6.52
C  2.65  1.67  7.57
H  5.70  -2.73  1.46
H  6.84  -3.48  2.72
H  7.34  -2.63  1.23
H  5.42  -0.45  1.66
H  7.14  0.04  1.49
H  6.65  1.78  2.89
H  7.30  0.41  3.83
H  5.27  0.05  4.71
H  5.84  2.86  4.63
H  6.27  1.68  5.90
H  3.45  2.66  5.06
H  4.38  3.29  6.34
H  2.38  0.73  8.05
H  1.83  2.29  7.22
H  3.05  2.35  8.33
C  5.31  8.48  5.03
O  4.03  8.64  4.35
C  4.12  8.99  3.04
C  2.72  8.98  2.54
N  2.23  7.62  2.64
C  0.75  7.62  2.63
C  0.29  6.19  2.75
O  0.52  5.65  4.06
C  1.84  5.08  4.34
H  5.15  8.15  6.06
H  5.96  9.35  4.98
H  5.98  7.79  4.52
H  4.78  8.24  2.60
H  4.58  9.96  2.86
H  2.69  9.19  1.47
H  2.10  9.77  2.97
H  2.56  7.25  3.51
H  0.42  7.98  1.66
H  0.27  8.19  3.43
H  0.56  5.68  1.83
H  -0.80  6.30  2.68
H  1.94  4.58  5.31
H  2.68  5.77  4.35
H  2.04  4.35  3.56
C  1.89  0.86  0.87
C  1.18  -0.31  1.66
C  0.20  0.41  2.69
C  -1.21  0.60  2.25
C  -1.85  -0.58  1.64
C  -1.02  -1.13  0.44
N  0.43  -1.32  0.85
O  1.09  -2.01  -0.11
C  -1.77  -2.43  0.01
C  -1.22  -0.12  -0.79
C  2.22  -1.05  2.43
H  1.06  1.35  0.35
H  2.57  0.49  0.11
H  2.56  1.40  1.53
H  0.23  -0.17  3.61
H  0.50  1.44  2.91
H  -1.29  1.46  1.59
H  -1.81  0.78  3.14
H  -2.91  -0.49  1.41
H  -1.81  -1.39  2.37
H  -1.46  -3.33  0.53
H  -2.85  -2.30  0.12
H  -1.57  -2.63  -1.04
H  -0.99  0.92  -0.57
H  -0.71  -0.43  -1.70
H  -2.23  -0.14  -1.20
H  2.78  -1.61  1.68
H  1.90  -1.81  3.14
H  2.91  -0.37  2.94
H  0.69  -2.87  0.09
C  1.99  0.82  -5.13
C  1.67  -0.66  -5.38
C  2.36  -1.42  -4.28
C  1.87  -2.81  -3.87
C  0.29  -2.71  -3.63
C  -0.48  -2.09  -4.92
N  0.24  -0.83  -5.27
O  -0.48  -0.14  -6.25
C  -0.52  -3.19  -5.98
C  -1.80  -1.72  -4.29
C  2.19  -1.15  -6.80
H  3.05  0.89  -4.85
H  1.60  1.22  -4.19
H  1.79  1.36  -6.06
H  3.37  -1.46  -4.68
H  2.42  -0.75  -3.42
H  2.37  -3.18  -2.98
H  2.19  -3.45  -4.70
H  0.17  -2.19  -2.68
H  -0.06  -3.73  -3.48
H  -1.09  -2.97  -6.89
H  0.46  -3.54  -6.29
H  -1.04  -4.08  -5.62
H  -1.70  -0.98  -3.50
H  -2.42  -1.32  -5.09
H  -2.27  -2.61  -3.87
H  1.52  -0.86  -7.61
H  2.24  -2.22  -6.97
H  3.20  -0.76  -6.96
H  -1.08  0.35  -5.68
C  0.56  -8.92  -0.12
C  1.14  -8.58  1.31
C  2.56  -9.22  1.37
C  3.41  -8.72  2.57
C  3.61  -7.25  2.52
C  2.27  -6.46  2.24
N  1.34  -7.13  1.29
O  0.30  -6.45  0.89
C  1.56  -6.12  3.49
C  2.78  -5.18  1.59
C  0.21  -9.21  2.33
H  -0.32  -8.35  -0.41
H  0.32  -9.99  -0.18
H  1.33  -8.75  -0.87
H  2.41  -10.29  1.56
H  3.20  -9.33  0.49
H  4.32  -9.32  2.62
H  2.90  -8.95  3.50
H  4.45  -7.16  1.83
H  4.05  -7.02  3.49
H  1.47  -5.04  3.58
H  0.63  -6.68  3.60
H  1.99  -6.44  4.44
H  1.95  -4.50  1.39
H  3.61  -4.64  2.05
H  3.08  -5.41  0.57
H  -0.85  -9.17  2.10
H  0.21  -8.81  3.35
H  0.42  -10.27  2.47
H  0.61  -6.29  -0.01
C  -0.18  -3.55  8.52
C  -0.11  -2.04  8.42
O  -0.58  -1.30  9.62
O  -1.57  -3.88  8.75
H  0.36  -3.99  9.36
H  0.24  -4.06  7.65
H  -0.70  -1.59  7.62
H  0.82  -1.60  8.08
H  0.27  -1.11  10.04
H  -1.86  -3.16  9.32
C  -3.26  -5.83  1.13
C  -3.59  -4.60  2.04
O  -4.98  -4.95  2.38
O  -4.03  -5.84  -0.10
H  -3.24  -6.77  1.69
H  -2.20  -6.03  0.98
H  -3.48  -3.58  1.67
H  -2.97  -4.68  2.93
H  -4.89  -5.09  3.32
H  -4.97  -5.89  0.05
C  4.70  3.67  1.65
C  5.91  3.90  0.80
O  5.69  4.56  -0.48
O  4.44  4.78  2.45
H  4.90  2.79  2.26
H  3.91  3.45  0.93
H  6.31  2.91  0.60
H  6.69  4.35  1.40
H  5.01  4.11  -0.98
H  4.57  5.48  1.80
C  4.21  -3.08  4.96
C  3.71  -3.39  6.33
O  3.15  -2.26  6.80
O  5.10  -1.97  4.87
H  3.34  -3.10  4.30
H  4.69  -3.99  4.60
H  4.54  -3.77  6.92
H  3.07  -4.26  6.44
H  3.67  -1.55  6.40
H  5.61  -2.00  4.06
C  -1.92  -6.04  -2.73
C  -3.24  -6.09  -3.45
O  -3.31  -7.02  -4.49
O  -1.84  -5.09  -1.70
H  -1.19  -5.87  -3.51
H  -1.54  -7.01  -2.42
H  -3.33  -5.12  -3.95
H  -4.07  -6.15  -2.75
H  -4.08  -6.91  -5.06
H  -2.31  -5.41  -0.93

As for the calculated total energy: -5260.46896 Ha. The calculation puts the LUMO energy at 0.408 eV. The calculation puts the strongest force on any atom at 6.43 eV/A. The calculation puts the HOMO-LUMO gap at 8.25 eV. The value obtained for the HOMO energy is -7.8 eV.

Löwdin atomic charge list, values in e, 8 entries: -0.126 -0.177 -0.205 -0.206 -0.054 -0.257 -0.180 -0.176

(2)
DFT (ωB97M-V/def2-TZVPD) results for a cluster of 11 separate species, C73H75ClF10N2O7S in total.

Atoms and positions in Å:
C  8.54  0.52  1.90
C  7.20  0.59  1.20
O  6.12  0.85  2.09
C  5.58  -0.28  2.73
C  4.14  -0.59  2.28
O  3.94  -0.09  0.96
C  2.73  0.43  0.51
Cl  3.24  1.15  -1.07
C  2.27  1.66  1.38
O  1.38  2.43  0.65
C  3.45  2.45  1.90
C  3.12  3.89  2.27
N  3.18  4.82  1.13
O  1.61  1.15  2.60
S  0.31  0.25  2.52
O  -0.68  1.00  1.81
O  0.09  -0.19  3.85
C  0.87  -1.13  1.50
N  1.51  -2.14  2.31
C  1.64  -0.65  0.21
C  2.29  -1.90  -0.37
C  0.56  -0.13  -0.80
C  0.72  -0.54  -2.24
O  -0.20  -0.96  -2.90
H  9.35  0.72  1.21
H  8.57  1.28  2.69
H  8.71  -0.46  2.36
H  6.99  -0.33  0.65
H  7.18  1.41  0.47
H  6.21  -1.16  2.58
H  5.57  -0.07  3.81
H  3.97  -1.67  2.27
H  3.43  -0.16  2.98
H  0.57  2.57  1.16
H  3.86  1.94  2.77
H  4.24  2.43  1.15
H  2.14  3.95  2.76
H  3.85  4.20  3.02
H  2.28  5.24  0.94
H  3.44  4.33  0.29
H  -0.08  -1.53  1.13
H  1.75  -1.80  3.24
H  0.90  -2.94  2.43
H  2.88  -1.68  -1.26
H  1.50  -2.61  -0.61
H  2.95  -2.38  0.36
H  0.50  0.96  -0.78
H  -0.43  -0.50  -0.51
H  1.72  -0.41  -2.71
F  -0.02  -4.13  0.30
C  0.03  -5.47  0.10
C  0.75  -6.24  1.00
C  0.81  -7.61  0.79
C  0.16  -8.18  -0.30
C  -0.55  -7.38  -1.18
C  -0.62  -6.00  -0.99
H  1.25  -5.77  1.83
H  1.37  -8.22  1.47
H  0.20  -9.25  -0.45
H  -1.06  -7.82  -2.03
H  -1.16  -5.35  -1.67
F  -7.46  0.28  1.16
C  -6.13  0.26  0.91
C  -5.27  -0.10  1.93
C  -3.91  -0.11  1.66
C  -3.44  0.22  0.40
C  -4.33  0.57  -0.60
C  -5.69  0.60  -0.35
H  -5.66  -0.35  2.90
H  -3.21  -0.37  2.45
H  -2.37  0.22  0.20
H  -3.96  0.84  -1.58
H  -6.40  0.89  -1.11
F  3.03  -6.38  3.25
C  2.81  -6.88  4.48
C  1.56  -6.74  5.04
C  1.33  -7.27  6.30
C  2.35  -7.93  6.97
C  3.60  -8.06  6.38
C  3.84  -7.54  5.12
H  0.78  -6.22  4.49
H  0.36  -7.17  6.75
H  2.16  -8.35  7.95
H  4.39  -8.58  6.91
H  4.81  -7.63  4.64
F  -1.98  7.83  0.69
C  -2.29  6.53  0.49
C  -2.13  5.64  1.53
C  -2.40  4.30  1.29
C  -2.85  3.88  0.04
C  -3.01  4.80  -0.98
C  -2.72  6.14  -0.76
H  -1.78  5.99  2.49
H  -2.27  3.57  2.08
H  -3.06  2.83  -0.12
H  -3.33  4.48  -1.96
H  -2.79  6.88  -1.55
F  5.57  4.22  4.92
C  6.73  4.67  4.40
C  7.89  4.50  5.13
C  9.08  4.95  4.58
C  9.10  5.55  3.33
C  7.91  5.71  2.62
C  6.71  5.26  3.15
H  7.85  4.02  6.10
H  10.00  4.83  5.14
H  10.03  5.91  2.91
H  7.92  6.18  1.65
H  5.78  5.36  2.61
F  1.65  4.62  -1.14
C  1.36  5.56  -2.07
C  0.63  6.67  -1.69
C  0.33  7.63  -2.65
C  0.76  7.46  -3.96
C  1.49  6.34  -4.31
C  1.79  5.37  -3.36
H  0.30  6.77  -0.66
H  -0.24  8.50  -2.36
H  0.53  8.21  -4.70
H  1.82  6.20  -5.33
H  2.36  4.48  -3.61
F  0.11  -10.97  1.58
C  -0.86  -10.87  2.51
C  -1.85  -11.83  2.55
C  -2.85  -11.71  3.51
C  -2.84  -10.64  4.41
C  -1.83  -9.69  4.34
C  -0.83  -9.80  3.38
H  -1.84  -12.64  1.84
H  -3.63  -12.45  3.56
H  -3.61  -10.56  5.16
H  -1.81  -8.86  5.03
H  -0.03  -9.07  3.31
F  3.87  -1.15  -4.16
C  3.95  -0.12  -5.03
C  4.19  1.14  -4.53
C  4.25  2.20  -5.43
C  4.08  1.98  -6.79
C  3.84  0.69  -7.26
C  3.77  -0.38  -6.38
H  4.31  1.27  -3.47
H  4.44  3.20  -5.06
H  4.13  2.81  -7.48
H  3.71  0.52  -8.32
H  3.58  -1.39  -6.72
F  -6.70  1.05  -7.12
C  -7.20  0.75  -5.91
C  -8.43  1.27  -5.54
C  -8.93  0.95  -4.29
C  -8.21  0.13  -3.43
C  -6.98  -0.38  -3.83
C  -6.46  -0.07  -5.08
H  -8.96  1.91  -6.23
H  -9.89  1.34  -3.99
H  -8.61  -0.12  -2.45
H  -6.41  -1.02  -3.16
H  -5.50  -0.45  -5.41
F  -11.86  2.64  -3.27
C  -11.80  3.60  -4.22
C  -12.46  3.39  -5.42
C  -12.38  4.37  -6.39
C  -11.66  5.53  -6.16
C  -11.00  5.71  -4.95
C  -11.07  4.74  -3.97
H  -13.01  2.47  -5.57
H  -12.89  4.22  -7.33
H  -11.60  6.29  -6.93
H  -10.44  6.62  -4.77
H  -10.57  4.86  -3.02

As for the calculated total energy: -5319.86999 Ha. The calculation puts the LUMO energy at 0.308 eV. Its SMILES is CCOCCO[C@]1(Cl)[C@](O)(CCN)OS(=O)(=O)[C@H](N)[C@@]1(C)CC=O.Fc1ccccc1.Fc1ccccc1.Fc1ccccc1.Fc1ccccc1.Fc1ccccc1.Fc1ccccc1.Fc1ccccc1.Fc1ccccc1.Fc1ccccc1.Fc1ccccc1. The calculation puts the strongest force on any atom at 0.73 eV/A. The calculation puts the HOMO-LUMO gap at 9.11 eV. The value obtained for the HOMO energy is -8.8 eV.

Löwdin atomic charge list, values in e, 8 entries: -0.069 -0.262 -0.167 -0.166 -0.142 -0.139 -0.596 0.881

Question: Among the records above, which one has the highest LUMO?
Answer: C73H177N9O25

Question: Which of these has the lowest LUMO?
Answer: C73H75ClF10N2O7S

Question: The highest strongest force on any atom belongs to which entry?
Answer: C73H177N9O25